[1]
DFT (ωB97M-V/def2-TZVPD) results for C3H4N4 in the gas phase in a non-equilibrium geometry.

Geometry as XYZ:
```
11
Properties=species:S:1:pos:R:3:nbo_charge:R:1
N 2.54 -0.26 0.05 -0.6327
C 1.26 -0.17 0.04 0.4605
N 0.69 1.10 -0.07 -0.4850
C -0.61 1.12 0.00 0.2935
N -1.40 0.03 0.15 -0.6010
C -0.82 -1.22 -0.08 0.2674
N 0.45 -1.36 -0.03 -0.4323
H 2.95 0.66 0.09 0.3433
H -1.21 1.98 -0.12 0.1804
H -2.36 0.21 -0.06 0.4064
H -1.48 -2.09 0.02 0.1996
```

ΔE to the lowest compared entry with this formula, charge and spin = 1.4865 eV
strongest force on any atom = 3.11 eV/A
gap between HOMO and LUMO = 9.335 eV
total energy = -9135.37112 eV
LUMO = 0.33 eV
SMILES = N=c1nc[nH]cn1
E_HOMO = -9.01 eV
2S+1 = 1

[2]
DFT (ωB97M-V/def2-TZVPD) results for C3H4N4 in the gas phase.

Geometry as XYZ:
```
11
Properties=species:S:1:pos:R:3:nbo_charge:R:1
N -0.90 -1.65 -0.17 -0.7357
C -0.43 -0.42 0.05 0.4198
C 0.91 0.00 0.13 -0.2485
N 1.35 1.10 1.02 -0.4816
C 0.67 1.51 -0.07 0.0842
N -0.73 1.73 0.23 -0.0393
N -1.35 0.63 0.23 -0.2300
H -0.34 -2.43 0.16 0.4086
H -1.91 -1.77 -0.19 0.4150
H 1.70 -0.58 -0.35 0.2361
H 1.03 1.87 -1.03 0.1714
```

ΔE to the lowest compared entry with this formula, charge and spin = 5.4898 eV
strongest force on any atom = 0.81 eV/A
gap between HOMO and LUMO (spin up / spin down) = 7.010 / 6.998 eV
total energy = -9131.36779 eV
LUMO (spin up / spin down) = -0.87 / -0.88 eV
E_HOMO (spin up / spin down) = -7.88 / -7.88 eV
2S+1 = 1

[3]
DFT (ωB97M-V/def2-TZVPD) results for C3H4N4 in the gas phase.

Geometry as XYZ:
```
11
Properties=species:S:1:pos:R:3:nbo_charge:R:1
N -1.17 1.16 -0.97 -0.7338
C -0.69 0.12 -0.29 0.3284
C -0.25 -1.12 -0.71 0.0655
N 0.90 -1.56 -0.34 -0.5067
C 1.57 -0.62 0.48 0.2019
N 0.95 0.16 1.30 -0.2903
N -0.53 0.17 1.11 -0.4838
H -1.13 1.14 -1.98 0.4092
H -1.46 2.00 -0.49 0.4189
H 2.65 -0.66 0.54 0.2033
H -0.83 -0.79 1.35 0.3875
```

ΔE to the lowest compared entry with this formula, charge and spin = 4.9808 eV
strongest force on any atom = 0.96 eV/A
gap between HOMO and LUMO (spin up / spin down) = 7.851 / 7.851 eV
total energy = -9131.87678 eV
LUMO (spin up / spin down) = -0.23 / -0.23 eV
SMILES = NC1=C=NC=NN1
E_HOMO (spin up / spin down) = -8.08 / -8.08 eV
2S+1 = 1

[4]
DFT (ωB97M-V/def2-TZVPD) results for C3H4N4 in the gas phase in a non-equilibrium geometry.

Geometry as XYZ:
```
11
Properties=species:S:1:pos:R:3:nbo_charge:R:1
C 1.98 -0.84 1.02 -0.0373
N 1.11 -0.03 1.30 -0.3894
C -0.11 0.15 0.14 0.4575
N -0.29 -0.53 -0.94 -0.5038
C -1.50 0.02 -1.45 0.1178
N -1.87 1.06 -0.80 -0.2579
N -1.11 1.10 0.25 -0.3733
H 2.77 -0.93 1.79 0.1728
H 2.06 -1.75 0.31 0.1841
H -1.94 -0.26 -2.40 0.2042
H -1.10 2.01 0.79 0.4252
```

ΔE to the lowest compared entry with this formula, charge and spin = 3.0949 eV
strongest force on any atom = 6.48 eV/A
gap between HOMO and LUMO = 11.013 eV
total energy = -9133.76267 eV
LUMO = 0.96 eV
SMILES = C=Nc1ncn[nH]1
E_HOMO = -10.06 eV
2S+1 = 1

[5]
DFT (ωB97M-V/def2-TZVPD) results for C3H4N4O in the gas phase in a non-equilibrium geometry.

Geometry as XYZ:
```
12
Properties=species:S:1:pos:R:3:nbo_charge:R:1
N -1.79 -1.03 0.29 -0.6250
N -0.50 -0.51 0.05 -0.1048
N 0.59 -1.38 -0.12 0.0341
N 1.80 -0.97 0.00 -0.1697
C 1.82 0.50 -0.05 -0.0426
C 0.91 1.41 0.10 -0.3017
C -0.48 0.86 -0.02 0.5680
O -1.76 1.20 -0.16 -0.6535
H -1.83 -2.04 -0.39 0.3581
H -2.42 -0.20 -0.43 0.4419
H 2.92 0.79 -0.16 0.2181
H 1.20 2.51 0.53 0.2770
```

ΔE to the lowest compared entry with this formula, charge and spin = 6.3483 eV
strongest force on any atom = 6.84 eV/A
gap between HOMO and LUMO = 9.016 eV
total energy = -11177.62079 eV
LUMO = -0.51 eV
SMILES = Nn1nnccc1=O
E_HOMO = -9.52 eV
2S+1 = 1

[6]
DFT (ωB97M-V/def2-TZVPD) results for C3H4N4O in the gas phase in a non-equilibrium geometry.

Geometry as XYZ:
```
12
Properties=species:S:1:pos:R:3:nbo_charge:R:1
C -1.59 -1.01 0.09 -0.4311
N -0.39 -0.22 -0.28 -0.2442
N 0.68 -1.11 -0.35 -0.0496
N 2.00 -0.80 -0.19 -0.0290
N 2.34 0.28 -0.01 -0.2290
C 1.49 1.18 0.02 0.0087
C -0.11 1.09 -0.23 0.6070
O -0.92 1.93 -0.23 -0.5605
H -2.40 -0.27 0.58 0.2450
H -1.95 -1.43 -0.83 0.2301
H -1.02 -1.74 1.00 0.2523
H 1.89 2.10 0.42 0.2002
```

ΔE to the lowest compared entry with this formula, charge and spin = 6.4728 eV
strongest force on any atom = 16.62 eV/A
gap between HOMO and LUMO = 8.571 eV
total energy = -11177.49623 eV
LUMO = -1.16 eV
SMILES = Cn1nnncc1=O
E_HOMO = -9.73 eV
2S+1 = 1

> Look up the strongest force on any atom of the fourth one.

6.48 eV/A

> What is the formula in the fifth record?

C3H4N4O